[1]
{"formula": "C8H13N3OS", "method": "ωB97M-V with the def2-TZVPD basis set", "e_above_lowest_kcal_mol": 14.5, "charge": 0, "orbital_gap_ev": 9.84, "e_homo_ev": -9.407, "spin_multiplicity": 1, "e_tot_ev": -25859.027, "species": ["H", "C", "N", "H", "H", "N", "H", "O", "C", "C", "N", "C", "H", "C", "H", "C", "C", "H", "C", "H", "H", "S", "H", "H", "H", "H"], "positions_angstrom": [[1.872, -3.345, 1.022], [-0.670, -2.609, 0.657], [-1.102, 1.698, -0.328], [0.872, -3.357, -1.381], [2.679, -1.832, 0.645], [0.953, 1.888, 0.687], [-0.002, -1.936, -1.918], [-1.698, -0.245, -1.099], [0.811, -2.270, -1.309], [-0.847, 0.356, -0.452], [1.251, 0.517, 0.676], [0.544, -1.830, 0.120], [-1.401, 4.431, -1.691], [-1.791, 4.569, -0.671], [-0.461, -3.691, 0.546], [0.371, -0.299, 0.120], [1.735, -2.253, 1.024], [1.723, -1.824, -1.708], [-0.219, 2.467, 0.250], [1.473, 2.467, 1.394], [-2.656, 3.919, -0.542], [-0.543, 4.166, 0.587], [1.627, -1.888, 2.077], [-0.769, -2.361, 1.735], [-1.595, -2.343, 0.180], [-2.161, 5.604, -0.618]]}

---

[2]
{"formula": "C8H13N4", "method": "ωB97M-V with the def2-TZVPD basis set", "e_above_lowest_kcal_mol": 115.3, "charge": 1, "orbital_gap_ev": 9.09, "e_homo_ev": -13.228, "spin_multiplicity": 1, "e_tot_ev": -14456.358, "species": ["H", "H", "C", "H", "H", "C", "N", "C", "N", "N", "H", "C", "H", "H", "H", "H", "C", "C", "N", "C", "H", "H", "H", "C", "H"], "positions_angstrom": [[-1.359, -0.751, 2.474], [-0.788, -2.833, 0.807], [0.853, 0.294, 0.378], [-1.748, 0.719, 1.668], [0.249, -1.768, -1.664], [-0.080, -2.119, 0.337], [1.463, 2.707, -2.051], [-1.421, -0.886, -0.808], [0.936, 1.337, -0.524], [0.244, 3.020, -1.761], [2.862, 1.305, -1.686], [-0.466, -0.641, 0.445], [0.965, -2.337, 0.404], [-1.013, -2.899, -1.862], [-1.259, -0.027, -1.472], [0.562, 1.563, 2.457], [-0.929, -0.028, 1.738], [1.967, 1.745, -1.378], [0.437, 0.578, 2.152], [-0.595, -2.125, -1.199], [1.029, 0.007, 2.797], [1.770, -0.276, 0.525], [-1.052, 2.042, -0.335], [-0.121, 2.209, -0.815], [-2.506, -0.838, -0.628]]}